<one>
{
  "formula": "H26O13",
  "method": "the ωB97M-V functional and the def2-TZVPD basis",
  "species": ["O", "O", "O", "O", "O", "O", "O", "O", "O", "O", "O", "O", "O", "H", "H", "H", "H", "H", "H", "H", "H", "H", "H", "H", "H", "H", "H", "H", "H", "H", "H", "H", "H", "H", "H", "H", "H", "H", "H"],
  "coordinates": [[-2.52, -1.47, 2.61], [-2.62, -2.04, -0.22], [0.19, -3.63, 0.74], [1.71, 0.94, -1.16], [1.31, 0.88, 1.98], [-1.60, 1.35, 1.10], [2.35, -2.42, -1.49], [0.63, 2.88, 0.31], [1.69, -0.98, -3.58], [-0.28, -0.78, -0.15], [-0.25, 1.58, -3.07], [-0.41, 0.28, 3.93], [-2.06, 3.11, -0.94], [-0.61, -0.67, 3.90], [0.33, -2.80, 0.33], [0.43, 1.33, -2.48], [-1.76, -1.76, -0.35], [2.59, 1.23, -1.43], [2.19, -0.19, -3.80], [3.04, -3.08, -1.36], [1.32, 1.54, -0.55], [-1.70, 2.41, -0.35], [1.56, -0.03, 1.89], [1.97, 1.38, 2.40], [-3.14, -1.59, -0.86], [-2.46, -2.38, 2.54], [1.11, 3.69, 0.47], [2.79, -1.68, -1.03], [-1.21, 1.56, 1.95], [-0.26, -4.19, 0.15], [0.11, 1.71, -3.91], [0.11, 0.39, 3.10], [0.71, 2.37, 1.13], [-2.54, 1.10, 1.29], [-2.66, -1.21, 1.69], [0.36, -0.28, -0.66], [-1.88, 2.79, -1.83], [-0.58, -0.15, 0.49], [2.05, -1.20, -2.79]],
  "gap_ev": 9.4774
}



<two>
{
  "formula": "H26O13",
  "method": "the ωB97M-V functional and the def2-TZVPD basis",
  "species": ["O", "O", "O", "O", "O", "O", "O", "O", "O", "O", "O", "O", "O", "H", "H", "H", "H", "H", "H", "H", "H", "H", "H", "H", "H", "H", "H", "H", "H", "H", "H", "H", "H", "H", "H", "H", "H", "H", "H"],
  "coordinates": [[-1.15, 2.03, -3.01], [-3.66, 2.04, -0.15], [1.63, -1.18, 1.47], [0.50, -3.42, 1.54], [0.52, -1.75, -1.45], [0.62, 0.97, -0.21], [4.65, -2.23, 0.00], [-0.55, 4.28, -1.77], [4.24, 0.93, 0.46], [-1.77, -1.35, 3.41], [0.57, 0.57, 4.95], [-3.91, 0.73, -1.50], [-1.80, -1.55, -3.58], [1.52, 0.68, 5.03], [-0.12, -1.79, -2.17], [-3.24, 0.45, -0.86], [1.01, -3.14, 0.77], [-0.92, 5.05, -2.21], [-0.74, 1.89, -2.15], [-1.28, -1.15, 2.61], [0.55, 0.88, 0.75], [-1.78, 1.30, -3.09], [4.65, -2.10, -0.96], [0.95, -4.21, 1.86], [-3.49, 2.77, 0.45], [1.47, 0.57, -0.43], [5.35, -2.87, 0.15], [-2.67, -1.07, 3.21], [-4.74, 0.61, -1.03], [1.67, -0.39, 0.93], [4.11, 0.00, 0.69], [-1.87, -2.09, -4.38], [0.82, -1.61, 1.19], [1.08, -0.99, -1.67], [-0.54, 4.52, -0.84], [-4.03, 2.47, -0.94], [3.58, 1.40, 0.99], [0.47, -0.26, 4.46], [-0.86, -1.34, -3.52]],
  "gap_ev": 9.6697
}



<three>
{
  "formula": "H26O13",
  "method": "the ωB97M-V functional and the def2-TZVPD basis",
  "species": ["O", "O", "O", "O", "O", "O", "O", "O", "O", "O", "O", "O", "O", "H", "H", "H", "H", "H", "H", "H", "H", "H", "H", "H", "H", "H", "H", "H", "H", "H", "H", "H", "H", "H", "H", "H", "H", "H", "H"],
  "coordinates": [[-3.82, -1.62, -1.81], [0.72, -4.54, -2.26], [-0.93, 4.27, 0.65], [-3.07, 1.37, -0.45], [2.15, 1.64, 1.98], [1.68, 3.88, -1.45], [2.59, -0.51, 2.13], [-4.85, 0.89, 0.54], [0.22, -3.01, 3.34], [-0.81, -1.74, 1.16], [2.33, -0.88, -2.38], [-0.09, -0.11, -0.55], [3.93, 0.44, -1.12], [1.94, 3.67, -2.35], [-1.32, -2.55, 1.05], [-1.02, 4.08, -0.29], [2.22, -0.48, 3.02], [-2.43, 0.73, -0.11], [-2.99, -1.90, -2.22], [0.01, -3.92, 3.56], [2.23, 2.06, 1.11], [1.54, -4.04, -2.33], [-5.45, 0.37, -0.01], [0.42, -4.37, -1.36], [-0.83, -0.70, -0.35], [0.80, -2.72, 4.05], [-1.33, 5.14, 0.75], [4.83, 0.69, -1.37], [-5.10, 0.63, 1.44], [-0.62, -1.71, 2.11], [3.37, 0.95, -1.71], [1.83, -0.75, 1.58], [0.67, -0.55, -0.15], [-2.55, 1.91, -1.06], [-3.56, -1.32, -0.93], [2.35, 2.35, 2.60], [1.84, -1.54, -1.86], [0.79, 3.51, -1.37], [2.06, -0.04, -1.99]],
  "gap_ev": 9.4322
}



<four>
{
  "formula": "H26O13",
  "method": "the ωB97M-V functional and the def2-TZVPD basis",
  "species": ["O", "O", "O", "O", "O", "O", "O", "O", "O", "O", "O", "O", "O", "H", "H", "H", "H", "H", "H", "H", "H", "H", "H", "H", "H", "H", "H", "H", "H", "H", "H", "H", "H", "H", "H", "H", "H", "H", "H"],
  "coordinates": [[-1.09, 0.41, -2.37], [2.55, 2.19, 1.32], [2.31, -0.97, 2.61], [1.15, 1.01, -0.33], [0.21, 3.26, -0.01], [-2.60, 2.61, 0.70], [0.84, -3.54, 1.42], [-3.25, -0.44, 0.43], [-0.80, 3.00, 2.72], [1.61, -1.51, -3.57], [-0.45, -0.57, 1.32], [-1.59, -1.99, -2.51], [0.17, -2.18, -0.65], [3.11, -0.80, 3.08], [-1.18, -2.18, -3.38], [-0.58, -2.30, -1.26], [-0.40, 0.21, -3.03], [2.01, -1.75, 2.39], [-1.60, 2.74, 2.18], [0.04, 4.04, -0.57], [0.24, 1.40, -0.41], [-4.03, -0.43, 1.02], [-0.85, -0.34, -1.82], [1.35, -2.72, 1.43], [-1.71, 2.35, 0.43], [2.70, 1.79, 2.15], [-0.03, 2.76, 2.21], [0.89, -2.78, -0.91], [1.16, 3.29, 0.25], [-3.21, 2.09, 0.17], [-2.45, -1.76, -2.93], [-2.54, -0.76, 1.01], [1.04, 0.56, 0.51], [-0.40, -0.76, 0.37], [2.50, 1.64, 0.49], [2.20, -0.75, -3.40], [2.22, -2.22, -3.42], [0.20, -3.39, 0.64], [0.23, -1.21, 1.71]],
  "gap_ev": 9.3908
}



Most stable to least stable, the ends of the list are <one> and <three>.



<one>
{
  "formula": "H26O13",
  "method": "the ωB97M-V functional and the def2-TZVPD basis",
  "species": ["O", "O", "O", "O", "O", "O", "O", "O", "O", "O", "O", "O", "O", "H", "H", "H", "H", "H", "H", "H", "H", "H", "H", "H", "H", "H", "H", "H", "H", "H", "H", "H", "H", "H", "H", "H", "H", "H", "H"],
  "coordinates": [[15.74, -14.70, 5.34], [16.09, -10.77, 5.66], [14.18, -10.50, 2.47], [13.50, -12.33, -0.47], [11.25, -14.30, 4.43], [18.07, -12.66, 4.62], [15.37, -12.89, 3.29], [16.15, -12.04, 0.42], [13.18, -13.50, 1.88], [14.08, -16.11, 3.04], [17.35, -14.10, 2.00], [14.84, -8.67, 4.54], [12.76, -11.79, 4.44], [16.64, -11.43, 5.28], [15.76, -13.99, 4.72], [17.82, -13.36, 1.63], [18.25, -13.33, 3.96], [15.27, -11.11, 6.01], [14.60, -9.82, 1.92], [11.15, -15.03, 3.84], [12.80, -11.71, -0.58], [13.24, -14.33, 1.41], [15.38, -11.98, 3.04], [14.52, -13.20, 2.93], [13.26, -11.77, 5.28], [12.07, -13.83, 4.13], [18.56, -13.04, 5.30], [13.47, -12.72, 0.41], [14.67, -9.20, 3.75], [16.34, -11.22, 0.85], [16.64, -13.67, 2.47], [13.30, -10.53, 2.08], [15.29, -11.93, 0.04], [15.33, -9.34, 5.01], [13.36, -11.43, 3.75], [13.44, -16.48, 3.63], [14.87, -15.03, 5.37], [12.20, -13.28, 1.78], [14.81, -16.70, 3.03]],
  "gap_ev": 9.9764
}



<two>
{
  "formula": "H26O13",
  "method": "the ωB97M-V functional and the def2-TZVPD basis",
  "species": ["O", "O", "O", "O", "O", "O", "O", "O", "O", "O", "O", "O", "O", "H", "H", "H", "H", "H", "H", "H", "H", "H", "H", "H", "H", "H", "H", "H", "H", "H", "H", "H", "H", "H", "H", "H", "H", "H", "H"],
  "coordinates": [[-16.69, -7.02, 6.50], [-16.00, -6.70, 2.41], [-16.48, -9.87, 6.23], [-13.30, -9.13, 2.13], [-15.50, -8.26, 8.77], [-13.03, -8.46, 7.40], [-15.24, -10.68, 3.04], [-14.96, -8.03, 0.25], [-12.28, -6.80, 1.58], [-18.08, -5.74, 4.27], [-14.57, -7.47, 4.59], [-13.76, -4.78, 2.32], [-11.75, -7.28, 4.74], [-16.20, -5.99, 1.77], [-13.15, -5.54, 2.21], [-17.67, -5.97, 5.10], [-17.31, -5.38, 3.82], [-16.44, -6.12, 6.73], [-14.72, -9.90, 3.28], [-13.90, -8.58, 7.80], [-15.31, -7.42, 0.89], [-16.87, -7.14, 2.50], [-14.03, -8.91, 1.55], [-12.64, -7.02, 4.59], [-17.63, -7.14, 6.68], [-15.09, -11.03, 2.20], [-12.58, -6.87, 0.65], [-15.64, -8.68, 0.20], [-15.99, -8.87, 9.32], [-16.70, -10.13, 7.11], [-11.82, -8.24, 4.92], [-15.16, -7.16, 5.29], [-13.75, -4.45, 1.44], [-14.84, -7.07, 3.78], [-15.98, -8.03, 7.98], [-12.65, -7.61, 1.97], [-16.42, -8.94, 6.17], [-12.63, -9.66, 1.70], [-12.96, -7.61, 7.02]],
  "gap_ev": 9.7583
}



<three>
{
  "formula": "H26O13",
  "method": "the ωB97M-V functional and the def2-TZVPD basis",
  "species": ["O", "O", "O", "O", "O", "O", "O", "O", "O", "O", "O", "O", "O", "H", "H", "H", "H", "H", "H", "H", "H", "H", "H", "H", "H", "H", "H", "H", "H", "H", "H", "H", "H", "H", "H", "H", "H", "H", "H"],
  "coordinates": [[0.55, 1.17, -3.13], [4.32, 1.07, -1.60], [4.64, -1.21, 1.79], [1.23, -2.15, 2.06], [-2.29, -3.49, -0.48], [-1.99, 3.16, 2.20], [-0.29, -0.58, 0.40], [-0.91, -0.42, -1.95], [-5.15, -1.76, 0.88], [1.72, -2.61, -1.20], [0.02, 2.93, -0.04], [0.49, 1.17, 3.17], [-2.97, 1.06, -1.43], [0.66, 3.51, 0.24], [-2.81, 3.52, 2.18], [-2.15, -4.36, -0.21], [0.25, 2.54, -0.91], [-3.15, 1.19, -2.29], [-1.56, -3.07, -0.02], [1.49, 1.41, -3.11], [-4.38, -1.38, 0.58], [-5.61, -0.91, 1.05], [-1.28, 0.32, -1.44], [0.49, -0.99, 0.51], [1.63, -3.19, -2.04], [1.05, -1.99, -1.46], [5.06, 0.95, -0.94], [0.44, 0.71, 2.31], [1.56, -2.43, 2.93], [-0.15, 0.16, -0.17], [-3.02, 1.93, -0.96], [3.77, 1.64, -1.15], [4.09, -1.87, 1.51], [0.27, 1.66, -3.85], [4.23, -0.80, 2.56], [-0.41, 1.31, 3.30], [-0.46, 0.07, -2.55], [-1.41, 3.72, 1.66], [2.04, -1.98, 1.60]],
  "gap_ev": 9.6349
}



<four>
{
  "formula": "H26O13",
  "method": "the ωB97M-V functional and the def2-TZVPD basis",
  "species": ["O", "O", "O", "O", "O", "O", "O", "O", "O", "O", "O", "O", "O", "H", "H", "H", "H", "H", "H", "H", "H", "H", "H", "H", "H", "H", "H", "H", "H", "H", "H", "H", "H", "H", "H", "H", "H", "H", "H"],
  "coordinates": [[23.43, -15.35, -2.92], [29.22, -17.96, -7.05], [33.49, -17.18, -6.07], [22.30, -13.51, -6.63], [26.64, -12.37, -11.28], [24.95, -9.57, -7.88], [32.31, -13.27, -3.92], [25.53, -19.11, -4.26], [27.32, -13.81, -6.25], [29.15, -9.12, -6.56], [26.15, -11.84, -2.52], [23.95, -18.73, -8.50], [31.52, -12.13, -8.15], [27.07, -11.91, -12.00], [30.17, -17.95, -6.89], [32.68, -12.54, -3.43], [25.81, -9.60, -7.47], [24.97, -8.78, -8.43], [29.56, -9.91, -6.91], [32.39, -11.75, -8.27], [22.95, -14.69, -3.42], [29.85, -8.47, -6.54], [31.50, -12.87, -8.77], [21.74, -13.65, -7.40], [24.13, -14.87, -2.48], [33.20, -16.48, -5.48], [34.19, -17.62, -5.58], [26.74, -11.21, -2.11], [25.03, -18.30, -4.14], [28.03, -14.43, -6.10], [26.58, -12.09, -3.34], [23.75, -17.81, -8.29], [25.52, -19.27, -5.20], [32.23, -12.95, -4.82], [29.01, -18.88, -7.19], [23.14, -19.07, -8.87], [26.63, -14.34, -6.65], [22.79, -12.72, -6.85], [26.63, -11.75, -10.55]],
  "gap_ev": 10.9159
}



Most stable to least stable, the ends of the list are <one> and <three>.